Below is a cluster of 6 separate species, C34H55ClN4O18PS in total, with properties calculated with wB97M-V/def2-TZVPD.

The value obtained for the lowest unoccupied orbital energy is -2.81 eV. The total charge is +1. The HOMO energy is -10.691 eV. As for the spin multiplicity: 1. The orbital gap comes out at 0.28977 Ha.

XYZ file:
```
114
C34H55ClN4O18PS | OMol25 | wB97M-V/def2-TZVPD
N 3.13270 2.44812 1.80772
C 1.23798 -2.15283 -2.22639
C 0.79945 -2.15094 1.47620
C 4.13446 2.87278 1.28521
C 0.36636 -8.22032 0.62330
H -4.76624 -5.54277 0.82527
O 1.39832 3.67424 5.10306
N 2.67538 4.60327 2.62323
H 0.87109 5.80261 6.11735
H 2.44360 2.08061 4.29881
H -0.83608 5.51140 6.62560
H -3.67584 -6.25475 -5.76276
C 0.22897 6.21300 -0.91477
C -2.01345 2.38390 2.42469
H 0.88296 -8.87306 1.33315
H 4.16813 11.18449 -4.17763
H 0.24401 -9.87445 -0.78144
H -3.19588 -7.65374 -3.84011
H -3.50133 -4.82507 -2.70335
C -5.45145 -4.35886 2.47616
H 1.62255 -6.49784 0.90644
H 1.41682 -0.32659 0.35220
C 3.08760 6.34172 -0.15779
O 2.36001 -2.30202 -1.85610
C -0.33148 -9.01276 -0.44809
P 1.41836 5.83935 0.48803
H -1.76720 -1.31342 -1.85536
C -0.83167 -1.30866 -2.40574
N -2.82559 2.87263 1.83017
H -2.01694 -5.55173 -3.34450
H 6.18642 10.31172 -1.21671
C 1.31843 -7.16972 0.10264
H -0.32328 -0.48311 0.74139
H 0.21396 2.88987 6.69041
C 1.43181 2.53215 4.27212
C -4.36041 -6.18703 -4.91848
C -0.68942 -2.49057 -3.32033
H -0.98375 -3.09236 -5.36391
H 1.93298 0.36510 2.72959
O -2.81205 -8.41015 1.77605
H 2.02426 3.57841 -0.24902
O 2.03448 8.31228 -2.91144
C -4.41846 -4.70049 1.43020
H 3.79935 6.44072 0.68432
H -5.09442 -3.56783 3.13939
H -0.71843 -0.34702 -2.91630
O -1.04581 1.63628 2.93426
C 5.14763 9.64776 -2.97871
H -0.18312 -2.55371 1.78517
O -6.92176 -8.00729 -3.66485
C 0.21807 3.69297 5.92865
S 5.39449 3.49102 0.60201
H -1.08113 -3.40033 -2.86107
C -3.04135 -4.94324 1.97449
H -0.70861 3.62753 5.31576
O 0.74071 -2.62005 -3.39913
C -3.78205 -6.74941 -3.64781
C -2.96407 -5.76548 -2.84583
O -2.43490 -3.08973 -0.80071
H 1.59617 -2.36258 2.20712
H 5.20806 10.08195 -5.10716
C 5.95452 10.67376 -2.21928
C 0.07339 2.10144 0.72924
H 3.00254 7.29176 -0.71710
H 1.00375 -2.63800 0.50216
C 0.70446 -0.61457 1.14247
O -0.74634 -7.62638 1.30592
H 2.20856 -7.63121 -0.32611
H 3.46846 5.57776 -0.87550
O 3.97982 9.25015 -2.24441
H 0.95890 1.75259 0.15239
C 0.19454 1.72169 2.22345
H 0.84327 -6.55180 -0.66253
C 0.87754 0.29710 2.42567
H -0.98050 -1.35503 -5.13491
H 5.39515 11.60335 -2.09766
C 4.53599 10.15815 -4.25444
O -4.96458 -7.13764 -2.94196
O -2.21871 -4.62102 0.84424
O 3.40949 9.28806 -4.41076
H -0.78913 1.62368 0.22473
O 0.05597 3.52759 0.51527
H -4.70430 -5.15360 -4.81631
H -6.36326 -3.98875 2.00581
O -4.17883 -3.59240 0.54270
C 2.05096 3.42536 2.00180
O -1.52851 -9.42414 0.21978
H -0.28673 7.16431 -0.68294
H -2.39104 -2.30071 -4.62690
H 0.51556 5.03653 7.68198
O 0.28366 -1.48255 -1.52246
C 0.18863 5.09472 6.62725
H 0.73361 6.31049 -1.89579
C 1.43312 3.93567 0.62974
Cl 0.05153 -0.63533 3.77458
H 1.95196 5.13075 3.12340
H -0.56148 5.44554 -1.02566
H 0.28970 3.61642 2.98388
H 3.29024 4.29585 3.38662
H 0.77266 1.78897 4.77038
C -1.79521 -8.48259 1.16149
H -2.77322 -4.27197 2.79539
C 3.04334 8.89228 -3.16577
N 0.97041 2.84032 2.88775
H -0.61325 -8.41080 -1.31674
O -5.50218 -7.02162 -5.11922
C -1.30191 -2.29771 -4.68715
H -5.69595 -5.23413 3.07819
C -5.90080 -7.44776 -3.88665
H -2.75584 -6.16191 -1.84957
H -2.88720 -5.97408 2.28933
C -2.90207 -3.71168 0.11115
H 6.88767 10.89458 -2.73836
H 5.75224 8.75254 -3.15327
```



Below is the molecule C34H55NO4, with properties calculated with wB97M-V/def2-TZVPD.

The value obtained for the lowest unoccupied orbital energy is 0.00 eV. The HOMO energy is -8.255 eV. As for the spin multiplicity: 1. The orbital gap comes out at 0.30318 Ha.

XYZ file:
```
94
C34H55NO4 | OMol25 | wB97M-V/def2-TZVPD
H 3.77218 -3.38136 -0.58599
H 0.79171 -3.07207 4.10855
H -2.28973 -0.13794 -3.57271
H -5.38011 2.29128 -1.36291
H 3.29164 2.36549 -3.50918
C 0.47059 -1.55922 -0.41943
H 0.25653 -5.58433 0.27999
H 3.53080 -5.06531 -1.99666
H -1.73126 1.47269 -0.79196
C -4.38282 1.85068 0.55145
C -4.28391 0.60319 1.40247
H -4.32094 -0.91181 -1.89678
H 2.04109 -6.02234 -2.03501
H -3.26114 -1.94261 1.24568
H -0.00423 2.63125 1.66373
O -0.10316 0.38065 -3.98578
C 1.82502 3.82321 1.43575
H -3.07208 -0.63492 -0.70452
C 1.00958 -2.22115 0.84380
H 2.78894 3.32280 1.52098
H -0.44503 -2.76715 5.33925
H 0.87388 4.75513 -2.50069
H 0.45811 0.33957 1.82876
O 0.46274 -1.08592 4.68874
H -1.26369 0.79350 1.16884
C 2.99370 -3.58454 0.15536
H -3.93656 1.28329 -2.84369
C -3.14820 0.08112 1.87302
H 0.30374 3.78031 2.97122
C 2.61089 0.48856 -2.76415
C 2.00963 -4.58932 -0.45663
C -1.87631 0.88539 2.07767
H -2.09133 1.92980 2.28469
H 0.81685 2.23317 -1.93619
C 1.53061 -0.90074 -1.02888
C -4.78964 1.50076 -0.89392
H 3.31635 3.64838 -1.04799
O 3.74658 -0.47269 0.04212
C 2.34028 1.82248 -3.49407
C 0.57270 0.58059 2.88815
H -5.21399 2.43297 0.97609
N 2.40320 -2.30918 0.58097
H -3.99570 -1.63107 2.82728
H -2.59338 2.93627 -1.29209
C 1.41492 1.86821 3.06675
C 1.39230 -0.22812 -2.20419
H -0.80198 -2.34934 3.64981
H -1.30134 0.40970 2.87481
C -3.13082 -1.42029 2.19398
C -0.92430 -0.88035 -2.15651
C 2.79071 -5.57213 -1.37570
H -0.38887 0.77471 3.37102
C 0.77431 3.05593 2.30326
C -0.76124 -1.55720 -0.96759
C 0.12578 -0.25025 -2.77431
H -1.57371 -2.07931 -0.47849
H -5.21291 0.08214 1.63396
C 2.74458 -1.12312 -0.13040
H 1.48371 2.13507 4.12493
H 3.26394 0.67047 -1.90838
C 1.29248 -5.47254 0.61606
H 1.30785 2.56950 -0.17704
C 2.36102 4.18347 -1.07280
C -2.31601 -0.87799 -2.77065
H 1.85185 4.88987 1.66449
H 1.57158 -1.33224 2.91360
H 2.42340 1.63067 2.71567
H 1.25978 -4.95395 1.57317
C -3.61528 1.09750 -1.80865
H -2.19456 -1.67870 2.68773
C -0.01214 -2.39373 4.40917
C 1.28159 -0.57620 3.65390
H -0.09994 -0.29873 -4.67012
H 3.20910 -6.40580 -0.81215
C -2.33351 1.91715 -1.59103
H -2.53400 -1.86497 -3.18546
H -5.45262 0.62976 -0.82852
H 3.15302 -0.23125 -3.38943
C 1.76535 4.11460 -2.48541
C -3.35393 -0.42340 -1.73981
H 3.50821 -4.08259 0.98501
H -3.50179 2.48586 0.63273
H 1.24396 -4.14494 -1.09480
H 0.46246 2.82363 -3.54017
H 2.54100 5.24340 -0.85030
C 1.37998 3.65668 -0.02542
H 1.71435 -6.47366 0.67173
H -1.70811 1.97194 -2.48448
H 2.44637 4.51060 -3.24196
C 1.26886 2.69498 -2.81359
H 0.36947 4.03983 -0.20673
O 0.44929 -2.55762 1.86028
H 2.12102 1.60725 -4.53996
H 2.21064 -0.19336 4.08664
```



Below is a structure of composition C34H56B7F28N7O3, with properties calculated with wB97M-V/def2-TZVPD.

The value obtained for the lowest unoccupied orbital energy is -2.56 eV. The HOMO energy is -5.530 eV. As for the spin multiplicity: 1. The orbital gap comes out at 0.10918 Ha.

XYZ file:
```
135
C34H56B7F28N7O3 | OMol25 | wB97M-V/def2-TZVPD
F 3.19033 -1.03320 -1.51124
H -4.01472 -1.98894 5.65221
F -0.63523 0.32122 -3.93049
F 3.92009 -0.68934 0.69527
H 0.74680 -5.33924 -4.78287
H -1.06458 1.38117 3.96765
C 1.28147 -0.03045 3.56129
H 5.30018 -0.24355 -3.35666
C 0.06054 -0.42503 -0.00504
B -5.88687 1.89188 0.53537
H 5.01837 1.45587 -7.93393
C 4.20535 1.59561 -5.97750
C -4.54918 3.37770 3.44968
F -2.43220 2.30279 -3.70939
C 0.17074 -2.39886 -0.49825
H 6.83973 0.20926 -8.54962
N -2.25573 0.64741 -0.34132
F -5.40191 1.31655 1.67139
F 1.44703 -0.41853 -3.53020
H -5.42867 3.10922 5.40155
C 1.83563 1.22709 -1.76848
H -1.16889 -3.06152 6.16902
C 4.31408 1.19384 -4.63226
F 2.77194 0.91247 -0.40773
H 0.89314 4.15515 -0.47804
C 3.26866 3.04928 -3.23908
H 6.87086 -1.07141 -5.13367
C -1.03883 0.40796 4.43521
C -0.77019 0.85695 -0.05078
H -5.13674 1.77345 4.58891
C 5.22764 0.19969 -4.33884
H 2.25478 4.55327 -2.05080
F -6.52991 3.07501 0.84545
F 0.12441 -3.94428 1.63265
H 0.75114 -2.48747 4.69229
O -0.22094 1.92396 0.29445
C 2.37573 3.50313 -2.27214
C -6.96134 2.62957 4.09987
H 5.38688 0.64379 1.40895
B -3.25325 -1.66536 -0.24461
B -0.33312 -2.67814 1.95422
C -2.15326 -0.00073 5.12868
N 6.00750 0.17190 -6.58015
C 3.67490 0.45121 3.44064
H 1.04197 -0.20276 -0.42396
H -2.71980 1.72000 1.41295
N 1.69696 2.58328 -1.53381
B 2.95374 -0.45092 -0.24826
F -2.94085 -2.00363 -1.51339
F 1.73877 -0.96516 0.27076
H -0.42725 -1.21829 -0.57152
F -2.16638 -1.17180 0.40844
H 0.83285 2.54777 0.29302
H -7.61214 2.14748 4.82936
C -3.26983 2.61715 3.11687
C 1.31509 -5.73798 -3.94254
F -1.77596 -1.12439 2.26545
H 4.99083 2.27888 2.03699
F 0.74451 -1.99006 2.57952
C -3.07482 1.73061 0.38244
H 7.94540 -0.24066 -7.15639
F -1.38178 -2.92452 2.83939
O 1.73193 -4.75838 -3.07747
F -6.69704 0.95475 -0.05871
H 4.67607 0.35868 3.83495
H -7.07552 2.11922 3.14352
F -2.48994 2.73917 -1.61537
H -7.15384 3.68894 3.93024
F -3.63500 -2.01951 1.91785
C 0.72807 -4.33257 -2.15307
H 6.69260 -1.38122 -7.76466
H -2.51740 -0.30214 -0.11771
H 3.42272 2.24453 -6.34190
C 5.08496 1.07065 -6.92717
F -0.10936 -0.56442 -1.84113
H -0.59585 -1.93019 -1.11532
H 1.15665 0.54833 -1.27384
O -4.78409 4.53954 3.12743
C 2.68553 0.81766 -2.75385
N 3.48065 0.96323 2.17594
F -0.86412 -2.11687 0.84763
H 4.36625 1.73378 0.44365
C -0.02296 -1.74701 4.82976
C 3.45206 1.69964 -3.53361
C 2.49855 0.00992 4.14260
F -3.67636 -2.79812 0.38424
H 2.06708 -3.39086 -0.61713
H 0.70536 -6.50695 -3.46818
H 0.19723 0.62254 1.88342
H -3.06559 2.76909 2.05701
F -4.93355 2.10030 -0.38475
N -5.51813 2.70248 4.48141
F -2.78699 0.59118 -2.27963
F -4.24572 -0.69252 -0.25966
C 0.05619 -0.41878 4.29925
C -1.10879 -2.12106 5.64147
H 2.27582 -1.26527 -1.76369
H -0.15588 -3.93423 -2.65112
H -2.77169 2.71032 0.01315
H 0.60509 -1.77927 0.28632
F -3.45602 -0.92825 3.86812
B -3.13578 -0.88907 2.53665
C 6.96032 -0.33551 -7.61326
C 1.17390 0.49771 2.32719
C 2.25523 0.97449 1.58994
C -3.34498 -1.67691 6.45357
H 1.35145 -1.75808 -3.01715
F -0.76072 1.68411 -2.50311
B 0.11550 -0.62797 -3.24696
F -3.48612 0.27599 1.94413
F -0.23237 -1.86756 -3.71594
C 4.63254 1.42921 1.45579
H -0.34705 -3.07368 0.18338
N 1.93354 -2.07789 -2.25624
H -4.11494 1.57701 0.09496
H 0.12360 -0.75726 1.03118
N -2.17583 -1.23998 5.68850
H 2.59655 -0.48156 5.09929
H 2.30806 1.38182 0.59110
H -3.04618 0.60384 5.18861
H -3.42424 1.55222 3.29058
C 0.73513 3.09005 -0.64744
C 6.13878 -0.29619 -5.30543
H 2.64917 -0.24323 -2.95283
H -3.08521 -2.47867 7.14482
H 2.23439 -6.19095 -4.31376
H -3.92242 -0.86916 6.90323
H 2.71349 -2.46124 -2.77085
C 1.28074 -3.12748 -1.32451
H -2.42198 2.87579 3.75119
H -2.32657 0.71130 -1.34680
H 3.76756 3.84083 -3.77848
H 0.41293 -5.18051 -1.54497
B -2.13010 1.80097 -2.50689
H -0.24139 2.88552 -1.08641
```



Below is a structure of composition C34H56BeN2O2P3, with properties calculated with wB97M-V/def2-TZVPD.

The value obtained for the lowest unoccupied orbital energy is -2.92 eV. The total charge is +1. The HOMO energy is -8.431 eV. As for the spin multiplicity: 1. The orbital gap comes out at 0.20244 Ha.

XYZ file:
```
98
C34H56BeN2O2P3 | OMol25 | wB97M-V/def2-TZVPD
H -5.14476 0.40858 3.68803
H 0.16859 1.63769 -3.98951
H -2.07143 4.34252 0.66673
H -4.37774 1.70945 -0.24946
C 0.50271 -1.65826 -3.41397
H 4.75969 0.50941 2.19747
C -1.20261 4.31199 -1.30133
O 1.10623 -2.40567 0.64578
H 3.39133 -1.96787 2.98727
C 0.63344 -1.42678 -4.93098
H 4.67764 0.10262 -3.17851
H 2.42310 -2.75536 -3.42764
C -0.62767 3.54955 -2.31307
P -1.53557 0.53921 2.53709
H -0.47448 2.90931 3.77922
C 2.50913 1.44515 -4.31028
H 3.58174 -1.06448 -3.93622
C 1.14235 -1.40636 0.05412
H -5.68068 -3.08822 -0.83778
H -1.67981 -1.39789 -3.57287
H 1.49635 0.43949 1.53937
H -3.60672 -0.04237 5.66939
H -0.48742 1.79452 5.16764
H 6.19220 -2.87905 0.22424
C -5.91042 0.29914 -0.93411
C 2.61307 0.67621 -2.97602
H 6.23296 -0.48705 2.00507
H -4.53246 0.86262 2.15092
H -2.34525 -1.95591 3.46291
H 1.56235 -2.78137 -1.86181
C 1.29942 1.25074 2.25745
H 5.84405 -1.67824 -1.04632
C -2.41825 0.00430 0.53926
C -4.21608 -1.67678 -0.07650
H 3.74892 -1.00257 -2.15030
H -7.25390 -1.27302 -1.62211
C -1.61488 3.74008 -0.10343
C -1.44114 2.37183 0.13932
C -3.02202 0.13082 3.60971
C -4.29530 0.90536 3.22545
H 1.94414 0.89342 -5.07650
H -1.86474 -0.21291 5.46975
H 2.23634 1.43686 2.79651
H 0.81769 -1.22471 3.26885
H -0.45175 3.87530 -3.34876
C 0.05144 2.07583 4.25581
C 5.35689 -0.08182 1.49224
H 0.97348 -3.76502 -3.22959
C 2.95436 1.63733 -1.82211
H 0.29378 -2.33854 -5.45209
H -0.18602 -0.80626 4.64314
C -0.19522 1.17786 -3.08228
C -2.74029 0.34315 5.11260
H 3.53222 1.59300 -4.69215
O 3.11664 -0.85598 0.14895
H 3.92982 2.10001 -2.03705
H 1.03838 2.14050 1.68043
C 1.43343 -2.80338 -2.95448
H -4.02730 -1.73437 3.99701
H -4.28096 1.93281 3.59152
H -3.64094 -1.51550 2.29908
C -4.68425 0.66244 -0.35494
H 3.24222 -3.34045 1.82894
C 0.60667 -0.42233 3.99371
Be -0.07790 0.16747 -0.48174
P 0.95787 -0.11160 -2.42017
H 1.50813 -0.25725 4.60359
H 5.70790 0.53330 0.65323
H -1.12716 -3.08494 -3.37217
H -3.52173 -2.45645 0.22386
C -3.82463 -0.34171 0.11445
N -0.51351 1.78200 -0.72184
H -1.13139 -2.00557 -1.98232
C -2.22296 1.54691 1.15462
C -6.32741 -1.03270 -1.08049
H 1.67018 -1.23741 -5.24310
C 3.70408 -0.40141 -3.06864
H -1.31299 5.37822 -1.50043
H -2.87936 2.20137 1.68825
H 3.04063 1.08261 -0.87427
C -0.95112 -2.04544 -3.06441
H 4.78505 -3.11429 -0.85427
P 4.35993 -1.44146 0.84031
C -3.25704 -1.36833 3.31046
H 2.05199 2.43435 -4.16608
H -6.54981 1.10286 -1.30954
H 0.00680 -0.58894 -5.26730
H 2.19669 2.42774 -1.71479
H 1.05338 2.40822 4.53762
H -1.14304 0.68781 -3.30882
H -2.62344 1.40870 5.37382
C 0.21852 0.89114 3.29220
C -0.38938 2.22343 -2.00805
C 5.38274 -2.36193 -0.31611
C -5.44154 -2.03099 -0.66332
N -1.44562 -0.61371 -0.02201
H 4.79652 -3.00618 2.61247
C 3.89692 -2.53641 2.19221
```



Table of max |F| (eV Å⁻¹), in record order: 4.85 3.66 19.83 4.90